*one*
Density functional theory data (the ωB97M-V functional and the def2-TZVPD basis) for one molecule with the formula C4H7BrOS.

## Properties
Total charge = 0
HOMO-LUMO gap (alpha / beta) = 6.518 / 9.331 eV
Lowest unoccupied orbital energy (alpha / beta) = -1.0 / 0.5 eV
E_HOMO (alpha / beta) = -7.53 / -8.87 eV

Cartesian coordinates (Å):
C: 0.16753 -0.72496 0.88239
C: 0.83005 -0.53648 -0.50461
C: -1.30175 -0.16819 0.83468
C: 1.15671 0.81482 -0.84738
O: -1.23039 1.59094 -1.04666
S: -1.65409 1.61444 0.35430
Br: 1.76100 0.96463 -2.61882
H: 0.20088 -1.80044 1.03134
H: 0.63151 -0.30337 1.77469
H: 1.76704 -1.07738 -0.37726
H: 0.01146 -0.91772 -1.17374
H: -1.79125 -0.88756 0.09971
H: -1.92885 -0.35218 1.83825
H: 1.38014 1.78346 -0.24688



*two*
Density functional theory data (the ωB97M-V functional and the def2-TZVPD basis) for a 2-piece molecular cluster, C4H7BrOS overall.

## Properties
Total charge = 0
HOMO-LUMO gap = 8.681 eV
Lowest unoccupied orbital energy = 0.6 eV
E_HOMO = -8.08 eV

Cartesian coordinates (Å):
S: -0.37740 -2.78407 -0.22668
C: -0.58082 -1.05196 -0.14424
C: -0.25132 -0.22043 0.84678
C: -0.70767 1.14137 0.48489
C: -0.86204 1.06501 -1.01679
O: -1.01761 -0.35445 -1.29945
H: -0.33782 -2.78405 1.10132
H: 0.27847 -0.67150 1.75562
H: -1.62136 1.50306 1.01961
H: 0.07540 1.84084 0.65429
H: -1.65272 1.62969 -1.45665
H: 0.09104 1.32755 -1.61460
Br: 2.98085 0.07952 -0.30364
H: 3.98300 -0.72058 0.19955



What should be chosen as the most stable of them? Choose *two*.